Density functional theory data (the ωB97M-V functional and the def2-TZVPD basis) for a structure of composition C64H55GeN7O2P2S2Se2Y at a distorted geometry.

XYZ file:
```
136
Properties=species:S:1:pos:R:3
Y -1.26477 -0.23673 0.95427
Se 4.08772 4.92208 1.80537
Se -1.67138 1.15883 -1.47080
Ge -0.93124 -5.12489 -1.42158
S 2.86610 -0.79621 -2.34247
S 2.30972 -2.15968 3.78554
P -0.17116 2.66290 -1.07473
P 2.17972 4.78337 0.58647
O -3.25664 -1.07389 -0.00962
O -2.50256 -1.90553 1.86069
N 1.11540 1.46578 2.36661
N 0.38927 1.32566 1.25569
N 0.65722 -1.75207 1.90934
N -3.10324 1.33709 1.77167
N 0.89407 -1.05522 -0.76938
N -1.24847 0.26515 3.45308
N 1.82785 2.55770 2.31149
C -0.79459 5.29688 -1.82376
C -5.06187 2.66600 1.38259
C -3.47835 -8.79488 0.11048
C 5.31446 3.78979 -0.55662
C -1.39962 -4.68111 -6.10389
C -0.57675 7.64912 2.87197
C 2.03039 -1.06735 0.00795
C 2.39047 2.66178 -2.14512
C 2.55306 -5.36824 0.90279
C 1.55095 3.16460 1.13241
C -2.95635 -3.44849 0.09193
C -0.19320 7.90946 1.56733
C 1.98292 -5.20213 -1.80140
C 1.24123 -5.33497 0.46417
C -2.01118 -3.77342 -5.25831
C 0.57418 2.81288 -3.72370
C -2.19304 -8.61224 0.59154
C 0.71540 5.62413 2.86324
C 3.19601 -0.90863 -0.67451
C -2.66239 3.04790 5.53276
C -3.99452 -7.92045 -0.83165
C -1.69247 4.50857 0.26577
C 1.02730 2.72882 -2.40618
C -1.45035 6.50551 -1.63927
C 0.74496 -2.22789 3.12599
C -0.12165 6.50473 3.51799
C -3.69789 3.46078 4.74664
C -1.58436 -3.48540 -0.56527
C 5.97006 2.80227 -1.27422
C -4.95087 3.25619 2.60437
C 1.09994 5.87604 1.54891
C 0.64052 7.01986 0.90685
C 0.93021 -5.25920 -0.89498
C 5.23941 2.34559 1.36359
C -1.10313 -4.93280 -3.33536
C -0.50766 -5.84586 -4.20425
C -3.22615 -6.86248 -1.28927
C -0.92314 4.29028 -0.87768
C -0.35710 -2.86692 3.90018
C 2.85391 2.81611 -4.49148
C 6.28483 1.59554 -0.66835
C -0.64804 -5.71984 -5.57608
C -1.83093 1.98230 5.11504
C -3.90790 2.86407 3.47785
C -2.02864 1.37852 3.90855
C -3.01491 -2.08550 0.70067
C -3.04020 1.85278 3.03610
C 3.30112 -5.22324 -1.36780
C 1.19838 -0.96014 -2.03758
C 5.92159 1.36932 0.65176
C 2.91544 -1.52255 2.32832
C 3.30357 2.70818 -3.18677
C 0.66743 2.37299 0.46500
C -1.85962 -3.90027 -3.88468
C 1.48776 2.86512 -4.76045
C 4.95038 3.56532 0.76639
C -2.33396 5.71544 0.45062
C -1.93365 -6.65929 -0.81001
C -4.09383 1.71366 0.99704
C 1.90063 -1.39426 1.43498
C 3.58644 -5.30792 -0.01729
C -1.42815 -7.55011 0.13233
C -2.22178 6.71295 -0.50913
C 0.21773 -1.04826 -3.15835
H -3.02294 -4.21010 0.87073
H -1.51996 -2.68597 -1.31212
H 0.19184 -0.12376 -3.73394
H 0.48485 -1.86986 -3.82031
H -4.07603 -9.62322 0.46266
H -0.48551 2.82610 -3.94737
H -1.22307 8.33929 3.38893
H -0.32238 -2.57232 4.94519
H 4.93588 2.16558 2.38541
H -5.64769 4.01839 2.92306
H -0.17828 5.16160 -2.69878
H -1.34823 7.28726 -2.37410
H -1.78175 -9.29899 1.31567
H -2.34836 -3.18160 -3.24231
H -3.76522 -3.58378 -0.62503
H -1.77077 3.73669 1.02522
H -3.63922 -6.20387 -2.04231
H 3.56134 2.85362 -5.30610
H 5.09959 4.74481 -1.01907
H 4.19455 -0.88516 -0.28916
H 4.36165 2.65039 -2.97289
H -1.51289 -4.58575 -7.17348
H -0.41612 6.30810 4.53561
H -0.23246 -3.94843 3.86335
H -1.32839 -2.64189 3.46343
H -1.04087 1.63243 5.76212
H -4.99323 -8.06876 -1.21728
H -0.42115 -7.43357 0.50603
H 1.78496 -5.13997 -2.86191
H -0.17896 -6.43538 -6.23459
H 6.26897 2.98819 -2.29529
H -2.91119 5.88789 1.34472
H 3.94976 -1.29546 2.18709
H 2.76887 -5.44057 1.95778
H -0.80834 -3.27651 0.18339
H 0.44760 -5.37292 1.20042
H -1.70303 -0.60118 3.75065
H -0.77612 -1.23322 -2.75726
H 4.61148 -5.33711 0.32199
H 6.82581 0.84096 -1.22064
H -4.36281 4.24644 5.06884
H -0.54210 8.79570 1.06575
H 0.06919 -6.67646 -3.81888
H -2.72208 7.65663 -0.36715
H -4.11675 1.27602 0.00548
H 0.93473 7.21325 -0.11894
H 1.07058 4.73032 3.36524
H -2.48475 3.50966 6.48978
H 2.75034 2.55840 -1.12703
H 6.18321 0.43980 1.13315
H -2.60715 -2.97171 -5.66569
H 1.13958 2.93961 -5.77853
H -0.29359 0.29780 3.82995
H 4.10322 -5.17910 -2.08603
H -5.84666 2.92770 0.69223
```

Summary:
**Lowest unoccupied orbital energy**: -2.390 eV
**Orbital gap**: 7.49 eV
**Energy above the lowest of the compared OMol25 structures with the same formula, charge and spin**: 27.6 kcal/mol
**HOMO**: -0.3630 hartree
**Total charge**: +1